# 1
The following is a quantum chemistry calculation of a structure of composition HO2PPd, from the Open Molecules 2025 dataset.

Output
- total charge = +1
- spin multiplicity = 4
- total energy (eV) = -16867.437
- orbital gap (alpha / beta) (Eh) = 0.235 / 0.260
- LUMO (alpha / beta) (eV) = -6.0 / -9.2
- highest occupied orbital energy (alpha / beta) (eV) = -12.364 / -16.227

Cartesian coordinates (Å):
H1 0.3579 0.8094 -1.5686
Pd1 -0.6772 0.8433 1.0357
O1 -0.1788 -0.9569 1.3143
O2 0.1027 0.4811 -0.6288
P1 0.3954 -1.1770 -0.1526

Force components x, y, z for each atom (eV/Å):
-0.6 -0.6 2.1
-2.8 4.2 3.8
0.4 -1.8 0.5
2.1 0.3 -5.3
1.0 -2.1 -1.0

***

# 2
The following is a quantum chemistry calculation of a cluster of 2 separate species, C4H8N2O in total, from the Open Molecules 2025 dataset.

Output
- energy relative to the best compared isomer or geometry (same formula, charge and spin) (kJ/mol) = 456.4
- total energy (eV) = -9301.663
- orbital gap (Eh) = 0.371
- LUMO (eV) = 0.6
- highest occupied orbital energy (eV) = -9.485

Cartesian coordinates (Å):
H1 -1.3024 1.8162 -0.1674
H2 1.6745 -2.4790 -0.2786
H3 1.1763 -1.4103 -1.6194
N1 0.7509 -0.7039 0.3432
H4 -0.1422 2.2183 1.1146
O1 -0.7848 0.7846 2.3160
C1 -0.6353 1.2650 1.0184
H5 1.6376 -0.2632 0.5551
H6 -0.8496 -0.1856 2.3346
H7 -1.1329 -0.2936 -0.3159
C2 -0.0795 1.2248 -1.1819
C3 0.9060 -1.7827 -0.6226
H8 -0.0343 -2.3405 -0.7039
C4 -0.2351 0.2592 -0.0088
N2 0.3612 1.6912 -2.1485

Force components x, y, z for each atom (eV/Å):
-1.0 -0.5 3.3
-0.1 0.1 0.0
0.0 -0.1 0.0
0.2 0.2 -0.1
1.0 -0.1 -0.1
-1.1 0.2 -0.6
-0.4 0.8 -1.2
0.0 0.0 0.0
-0.1 0.4 -0.3
0.1 -0.1 0.2
1.8 -0.9 -1.3
0.0 -0.1 -0.1
0.1 0.1 0.0
0.0 0.1 -0.3
-0.5 0.0 0.6

***

# 3
The following is a quantum chemistry calculation of a structure of composition C22H45LaN2P3Se2, from the Open Molecules 2025 dataset.

Output
- energy relative to the best compared isomer or geometry (same formula, charge and spin) (kJ/mol) = 0.0
- total charge = +3
- total energy (eV) = -185917.926
- orbital gap (Eh) = 0.195
- LUMO (eV) = -10.3
- highest occupied orbital energy (eV) = -15.599

Cartesian coordinates (Å):
H1 -2.6621 -3.0634 1.6039
C1 2.0447 -2.5419 -1.8778
H2 -3.9973 -0.5558 3.1177
H3 -3.0050 1.2663 -1.9922
H4 -3.4683 0.8437 2.1532
H5 3.9619 -0.8070 3.3538
H6 1.6727 -3.3887 1.8507
H7 -0.5634 -4.1350 -1.5567
C2 1.9540 0.5159 5.5826
H8 -2.1292 -0.7569 4.6709
H9 2.8274 -2.2291 1.1838
H10 -4.0319 -0.6375 1.3423
H11 -0.3543 3.2333 3.5774
H12 -3.8360 -2.2475 -0.0558
C3 2.4830 2.3491 -6.1412
H13 -4.1956 0.0478 -2.5747
C4 0.7450 3.1951 3.4827
C5 1.9789 2.1035 -4.8222
Se1 1.8852 0.4174 -3.7764
H14 2.9990 1.5548 -6.7008
C6 3.1452 -1.0899 4.0378
C7 -1.3424 -0.4514 3.9613
H15 2.5983 -3.4762 -2.0391
H16 1.4873 5.6333 -6.5184
H17 -0.9954 -2.3213 -3.0458
H18 -2.8260 -2.7412 3.3566
C8 1.3881 3.1737 -4.1367
C9 -1.5581 -1.3782 -3.0821
H19 3.5757 -1.4444 4.9788
H20 -1.2367 -3.2102 2.6781
H21 0.7584 -5.0463 -0.8164
H22 2.8398 -3.9369 0.5966
C10 1.2915 1.6910 5.4074
H23 -2.3749 -1.4678 -3.8102
H24 2.7627 -1.7120 -1.8012
C11 -0.5504 2.4110 -1.3181
H25 0.6896 5.2025 -4.1728
C12 -1.3218 2.5748 -0.1850
P1 -2.2478 -0.9765 -1.4299
C13 1.6484 4.6544 -6.0502
H26 1.0341 3.0119 -3.1149
H27 1.5596 0.7397 -2.2418
H28 2.5725 -1.9056 3.5681
C14 -2.1596 -2.6481 2.4857
P2 0.9749 -2.6438 -0.3671
H29 -0.8481 3.0043 0.7139
H30 -2.4179 2.5378 -0.2016
C15 1.9130 0.9456 3.3477
C16 -3.5104 0.3199 -1.7541
C17 2.3064 3.6214 -6.7384
H31 -0.8578 -0.5998 -3.4257
P3 -1.7538 -0.8652 2.1964
C18 1.1964 4.4205 -4.7381
H32 -3.9431 -2.7479 -1.7635
H33 -4.0906 0.4895 -0.8365
H34 1.4341 -2.3340 -2.7689
Se2 2.4855 0.7949 1.5553
H35 -0.9551 2.2164 -2.3226
H36 -1.2029 0.6341 4.0247
C19 -3.4816 -0.2473 2.2014
C20 2.2004 -3.1008 0.9284
H37 -0.5846 -4.4342 0.1630
H38 1.1607 4.0495 4.0458
C21 -3.2461 -2.4449 -0.9631
C22 0.0770 -4.1986 -0.6737
N1 1.2685 1.9533 4.0380
H39 -0.4059 -0.9570 4.2296
H40 1.0268 3.2703 2.4271
H41 2.2232 -0.0197 6.4779
La1 0.1936 0.2049 -0.2110
H42 0.5158 2.7104 -1.2600
H43 2.6792 3.8245 -7.7551
H44 0.8558 2.3704 6.1235
H45 -2.5793 -3.2914 -0.7370
N2 2.3188 0.0666 4.3149

Force components x, y, z for each atom (eV/Å):
0.2 0.0 0.3
-0.2 0.3 0.0
0.2 0.0 -0.2
-0.3 -0.3 -0.2
-0.2 0.0 0.0
-0.3 -0.1 0.4
0.1 0.0 -0.3
0.2 0.1 0.0
-0.2 0.3 -0.9
0.2 0.0 -0.5
-0.2 -0.4 -0.3
0.0 0.1 0.1
0.4 -0.1 0.0
0.2 0.0 -0.4
-0.1 -0.8 0.7
0.3 0.1 0.3
-0.3 0.4 0.0
-0.3 1.7 0.1
0.2 -0.4 0.0
-0.3 0.4 0.3
0.6 -0.6 -0.1
0.4 0.2 -0.4
-0.1 0.2 0.1
0.1 -0.5 0.2
-0.2 0.2 0.0
0.2 0.1 -0.3
-0.3 0.1 -0.3
0.0 0.0 -0.1
-0.1 0.1 -0.2
-0.3 0.0 0.0
0.0 0.3 0.1
-0.3 0.3 0.1
0.3 -0.5 -0.7
0.2 0.0 0.1
0.0 -0.3 0.1
-1.8 2.1 1.4
0.2 -0.1 -0.2
0.7 1.3 -2.1
-0.9 -0.3 -0.3
0.0 -0.5 0.4
0.2 0.3 -0.5
0.7 0.6 -1.8
0.1 0.4 0.3
0.4 -0.1 -0.5
0.9 -1.1 -0.5
-0.2 -0.5 -0.2
0.5 -0.3 0.0
-0.3 0.3 2.4
0.0 0.1 0.0
-0.2 -0.1 0.6
-0.3 -0.1 0.0
-0.8 -0.6 1.6
0.3 -0.2 -0.3
0.3 0.2 0.2
0.1 -0.1 -0.2
0.1 -0.2 0.2
-0.4 0.4 0.2
0.1 -0.1 0.5
0.1 -0.2 0.2
0.1 0.4 -0.4
0.1 0.1 0.3
0.1 0.0 0.1
-0.1 -0.4 -0.4
0.0 -0.3 0.1
-0.4 -0.2 0.1
0.6 -0.8 -0.5
-0.1 0.2 0.0
0.1 0.0 0.3
-0.1 0.0 -0.1
0.8 -1.9 1.2
-0.4 -0.3 0.0
-0.1 -0.4 0.6
0.0 0.0 -0.1
-0.2 0.3 -0.2
-0.4 0.9 -0.4

***

# 4
The following is a quantum chemistry calculation of an isolated molecule of C14H11N3OS, from the Open Molecules 2025 dataset.

Output
- energy relative to the best compared isomer or geometry (same formula, charge and spin) (kJ/mol) = 42.4
- total energy (eV) = -32048.611
- orbital gap (Eh) = 0.346
- LUMO (eV) = 0.4
- highest occupied orbital energy (eV) = -8.975

Cartesian coordinates (Å):
H1 -1.5190 3.4318 0.7056
O1 -0.7762 0.3397 1.5445
H2 5.0225 1.5962 -1.5400
H3 -2.5027 2.2421 1.6327
C1 -1.8331 2.3946 0.7881
C2 1.1344 0.4756 0.6456
N1 3.0501 -0.9427 0.5915
C3 2.4980 0.2064 0.2169
C4 5.0477 -0.3113 -0.5499
C5 -2.1209 -0.5938 -1.3115
H4 -1.4516 -0.1843 -2.0534
H5 -1.5847 -2.6272 -1.6825
H6 4.6932 -2.1356 0.5457
H7 2.6654 2.0685 -0.8302
C6 -2.9023 0.2583 -0.5489
C7 4.4693 0.8855 -0.9431
H8 -3.1092 -3.5276 0.0348
N2 0.4808 1.6274 0.2971
C8 -3.0562 -2.4628 -0.1346
C9 -3.7714 -0.2384 0.4083
C10 3.1684 1.1554 -0.5558
C11 4.2883 -1.1879 0.2155
C12 -3.8427 -1.6042 0.6154
C13 -0.6750 1.4940 0.8675
H9 6.0599 -0.5602 -0.8285
C14 -2.2004 -1.9589 -1.0997
S1 -2.7412 2.0265 -0.7738
N3 0.4036 -0.3099 1.3913
H10 -4.5127 -1.9967 1.3656
H11 -4.3820 0.4396 0.9858

Force components x, y, z for each atom (eV/Å):
0.0 0.0 0.1
-0.5 0.8 -0.1
0.0 0.0 0.0
0.1 0.1 0.0
-0.5 -0.2 -0.4
-1.1 0.1 0.4
-0.4 -0.1 0.2
0.7 0.1 -0.3
-0.1 0.1 0.0
0.0 0.0 0.0
0.1 0.0 0.0
0.0 -0.1 0.0
0.1 -0.1 0.0
0.0 0.1 0.0
0.0 0.6 -0.1
0.0 -0.1 0.1
0.0 -0.1 0.0
-0.3 0.4 0.0
0.0 -0.1 0.0
0.0 -0.1 0.0
-0.1 -0.2 0.1
0.4 0.0 -0.1
-0.1 0.0 0.1
0.8 -0.1 0.0
0.1 0.0 0.0
0.0 -0.1 0.0
-0.1 -0.1 0.2
1.1 -0.8 0.0
-0.1 -0.1 0.1
-0.1 0.1 0.0